[1]
{
  "formula": "C6H31NO10",
  "method": "ωB97M-V with the def2-TZVPD basis set",
  "symbols": ["C", "C", "C", "C", "C", "C", "N", "H", "H", "H", "H", "H", "H", "H", "H", "H", "H", "H", "O", "H", "H", "O", "H", "H", "O", "H", "H", "O", "H", "H", "O", "H", "H", "O", "H", "H", "O", "H", "H", "O", "H", "H", "O", "H", "H", "O", "H", "H"],
  "coordinates": [[-0.5581, -2.8521, -1.3539], [0.2151, -1.8794, -0.9007], [-0.0045, -0.4969, -0.6484], [-1.3640, -0.0139, -1.1620], [0.7573, 0.2170, 0.1926], [2.1037, -0.1872, 0.6894], [0.4163, 1.4681, 0.6185], [-0.3546, -3.8186, -1.6889], [-1.5372, -2.5667, -1.7149], [1.2031, -2.1771, -0.5188], [-1.7843, -0.4212, -2.0895], [-2.0209, -0.0888, -0.2934], [-1.4303, 1.0860, -1.2504], [2.9296, 0.5170, 0.9243], [1.8775, -0.8138, 1.6320], [2.6834, -0.9239, 0.0509], [-0.4663, 1.8188, 0.5373], [0.9461, 2.0661, 1.3516], [-2.1351, -3.0197, 1.5997], [-2.9375, -2.6260, 1.2605], [-1.8736, -3.5665, 0.8104], [-1.9583, 3.1004, 1.4369], [-2.6615, 2.4339, 1.5344], [-2.3160, 3.7967, 0.9178], [1.7220, 2.9141, -1.8172], [2.4539, 3.4134, -1.3480], [1.3935, 2.3788, -1.0231], [-1.6830, -0.8156, 2.8267], [-0.9557, -0.7646, 3.5095], [-1.6338, -1.6788, 2.4022], [4.7455, 0.2393, -0.9514], [4.8332, -0.5929, -1.1185], [4.1554, 0.6153, -1.7321], [2.7435, 0.7281, -2.9050], [1.9120, 0.8496, -2.4170], [2.6385, 1.3264, -3.6469], [-3.8397, -1.8252, -0.2748], [-3.6741, -0.8598, -0.3202], [-3.4025, -2.0684, -1.1332], [0.2597, 3.2431, 2.9781], [-0.5838, 3.1448, 2.5219], [0.1304, 3.1529, 4.0066], [2.8814, -2.3208, -1.8728], [2.6869, -1.5583, -2.4975], [3.6775, -2.5393, -2.2687], [-3.2779, 0.8876, 1.4575], [-4.1882, 0.6469, 1.5967], [-2.7244, 0.4314, 2.0918]],
  "mulliken_charge": [-1.63, -0.08, 2.02, -1.73, 0.51, -1.42, 0.01, 0.38, 0.15, 0.11, 0.65, -0.08, 0.28, 0.38, 0.24, 0.23, -0.06, 0.36, -0.76, 0.40, 0.30, -0.71, 0.41, 0.25, -0.71, 0.33, 0.36, -0.67, 0.30, 0.40, -0.62, 0.25, 0.38, -0.66, 0.30, 0.29, -0.76, 0.31, 0.35, -0.71, 0.43, 0.30, -0.60, 0.29, 0.29, -0.71, 0.30, 0.35],
  "homo_ev": -7.34,
  "orbital_gap_ev": 7.6,
  "smiles": "C=C/C(C)=C(\\C)N.O.O.O.O.O.O.O.O.O.O",
  "lumo_energy_ev": 0.245,
  "spin_multiplicity": 1,
  "relative_energy_kcal_mol": 71.9
}

=====

[2]
{
  "formula": "C32H32BCl2MnN4O2P2",
  "method": "ωB97M-V with the def2-TZVPD basis set",
  "symbols": ["Mn", "Cl", "C", "Cl", "H", "H", "B", "N", "C", "C", "C", "N", "N", "C", "C", "C", "N", "H", "H", "H", "H", "H", "H", "H", "H", "O", "P", "C", "P", "O", "C", "C", "C", "C", "C", "C", "C", "C", "C", "C", "C", "C", "C", "C", "C", "C", "C", "C", "C", "C", "C", "C", "C", "C", "H", "H", "H", "H", "H", "H", "H", "H", "H", "H", "H", "H", "H", "H", "H", "H", "H", "H", "H", "H", "H", "H"],
  "coordinates": [[-0.6579, -0.2679, -2.0011], [-1.9983, -2.5419, -1.7063], [-3.2852, -2.1992, -2.9238], [-3.1825, -0.5254, -3.4502], [-4.2358, -2.3755, -2.4316], [-3.1197, -2.8633, -3.7660], [1.2541, 1.3604, -4.4654], [0.3127, 2.0906, -3.4461], [0.2320, 3.4145, -3.3711], [-0.8789, 3.7677, -2.6108], [-1.4325, 2.5651, -2.2286], [-0.7138, 1.5449, -2.7552], [1.0134, -0.1949, -4.4190], [1.6122, -1.0124, -5.2789], [1.2878, -2.3282, -4.9711], [0.4487, -2.2302, -3.8846], [0.2752, -0.9263, -3.5581], [0.9701, 1.7213, -5.5698], [2.3893, 1.5918, -4.1591], [0.9409, 4.0267, -3.9021], [-1.2352, 4.7574, -2.3943], [-2.3008, 2.3600, -1.6269], [2.2387, -0.6063, -6.0539], [1.6135, -3.2204, -5.4721], [-0.0214, -3.0150, -3.3202], [0.8928, -0.7248, -0.8840], [1.4736, -0.3919, 0.4849], [0.4513, 0.9002, 1.2587], [-1.3293, 0.6306, 1.0426], [-1.5968, 0.3165, -0.4422], [-2.1584, 2.1170, 1.5504], [-1.7276, 3.3590, 1.0691], [-2.3897, 4.5105, 1.4484], [-3.4823, 4.4317, 2.3054], [-3.9139, 3.2044, 2.7834], [-3.2539, 2.0437, 2.4104], [-1.8352, -0.7302, 2.0774], [-2.8368, -1.5850, 1.6244], [-3.2655, -2.6350, 2.4212], [-2.6940, -2.8333, 3.6686], [-1.7065, -1.9735, 4.1323], [-1.2825, -0.9179, 3.3453], [3.1194, 0.2508, 0.3191], [3.8885, -0.1996, -0.7540], [5.1930, 0.2438, -0.8919], [5.7287, 1.1251, 0.0365], [4.9641, 1.5759, 1.1040], [3.6572, 1.1426, 1.2475], [1.4119, -1.8077, 1.5675], [0.6393, -2.9123, 1.2221], [0.5219, -3.9746, 2.1052], [1.1798, -3.9346, 3.3249], [1.9671, -2.8411, 3.6649], [2.0867, -1.7778, 2.7877], [0.7165, 1.8747, 0.8385], [0.6618, 0.9329, 2.3308], [-0.8860, 3.4323, 0.3900], [-2.0568, 5.4717, 1.0829], [-3.9973, 5.3350, 2.6012], [-4.7619, 3.1490, 3.4514], [-3.5898, 1.0894, 2.7928], [-3.2851, -1.4198, 0.6562], [-4.0485, -3.2943, 2.0732], [-3.0259, -3.6545, 4.2888], [-1.2718, -2.1232, 5.1103], [-0.5229, -0.2508, 3.7325], [3.4660, -0.8827, -1.4796], [5.7919, -0.0972, -1.7243], [6.7482, 1.4671, -0.0743], [5.3853, 2.2671, 1.8201], [3.0683, 1.5096, 2.0793], [0.1415, -2.9434, 0.2616], [-0.0727, -4.8372, 1.8383], [1.0936, -4.7672, 4.0096], [2.4965, -2.8260, 4.6069], [2.7197, -0.9385, 3.0506]],
  "mulliken_charge": [-0.28, 0.01, -0.50, -0.01, 0.41, 0.42, 0.01, 0.37, -0.18, -1.28, -0.51, 0.22, -0.27, -0.19, -1.26, -0.38, 1.07, -0.10, -0.08, 0.52, 0.49, 0.83, 0.48, 0.46, 0.57, 0.53, 0.61, -1.49, 1.43, -0.03, 0.66, -0.40, -0.96, -0.56, -0.80, -0.60, 0.73, -0.82, -0.88, -0.64, -0.67, -0.33, 0.59, -0.62, -0.77, -0.50, -0.81, -0.26, 0.57, -0.20, -0.65, -0.61, -0.76, -0.78, 0.85, 0.81, 0.32, 0.45, 0.42, 0.45, 0.43, 0.61, 0.46, 0.44, 0.49, 0.34, 0.36, 0.44, 0.42, 0.44, 0.40, 0.28, 0.48, 0.46, 0.45, 0.43],
  "homo_ev": [-13.95, -13.94],
  "total_charge": 2,
  "orbital_gap_ev": [6.5, 7.8],
  "lumo_energy_ev": [-7.425, -6.101],
  "spin_multiplicity": 5,
  "relative_energy_kcal_mol": 10.4
}

=====

[3]
{
  "formula": "C5H7N",
  "method": "ωB97M-V with the def2-TZVPD basis set",
  "symbols": ["C", "C", "C", "C", "N", "C", "H", "H", "H", "H", "H", "H", "H"],
  "coordinates": [[0.4852, -0.9550, 0.2498], [0.9971, 0.0762, -0.7399], [0.4084, 1.2866, -0.9392], [-0.6544, 1.5570, 0.0026], [-1.5001, 0.4383, 0.0578], [-0.7485, -0.4019, 1.0107], [1.2889, -1.2279, 0.9480], [0.2211, -1.8828, -0.2786], [1.9712, -0.1226, -1.1880], [0.9321, 2.0730, -1.4750], [-0.4055, 0.2650, 1.8082], [-1.5031, -0.0830, -0.8284], [-1.3769, -1.1838, 1.4465]],
  "mulliken_charge": [-0.57, -0.37, -0.17, -0.31, -0.30, -0.58, 0.36, 0.27, 0.34, 0.39, 0.38, 0.25, 0.31],
  "homo_ev": -7.84,
  "orbital_gap_ev": 7.9,
  "lumo_energy_ev": 0.078,
  "spin_multiplicity": 1,
  "relative_energy_kcal_mol": 95.8
}

=====

[4]
{
  "formula": "C3H6N4O",
  "method": "ωB97M-V with the def2-TZVPD basis set",
  "symbols": ["H", "N", "C", "C", "N", "N", "C", "O", "N", "H", "H", "H", "H", "H"],
  "coordinates": [[3.3590, -0.9654, -0.2939], [2.6631, -0.5590, 0.2884], [1.5762, -0.4220, -0.3589], [0.4452, -0.0629, 0.5629], [-0.2714, -1.2979, 0.4993], [-1.3464, -1.5191, 0.0446], [-2.1552, -0.3086, -0.2761], [-1.7933, 0.7693, 0.4834], [-0.4211, 1.0428, 0.0575], [1.3372, -0.6478, -1.3931], [0.8961, 0.3778, 1.4710], [-1.9207, -0.0105, -1.3992], [-3.1578, -0.6145, -0.1200], [-0.2113, 2.0332, 0.5017]],
  "mulliken_charge": [0.25, -0.55, -0.36, 0.52, -0.12, -0.38, -0.15, -0.28, -0.46, 0.33, 0.27, 0.30, 0.31, 0.31],
  "homo_ev": -8.59,
  "orbital_gap_ev": 9.1,
  "smiles": "[H]/N=C/[C@@H]1N=NCON1",
  "lumo_energy_ev": 0.472,
  "spin_multiplicity": 1,
  "relative_energy_kcal_mol": 132.9
}